Record 1
Computed, not measured: a cluster of 2 separate species, C3H4FNO in total at a distorted geometry, with ωB97M-V with the def2-TZVPD basis set.

Structure (XYZ):
```
10
Properties=species:S:1:pos:R:3:forces:R:3
C -0.97115 -1.10595 0.39165 0.08 -0.81 -0.16
C -0.24853 -0.01116 0.50863 1.77 3.74 -0.67
N 0.45902 1.03483 0.36586 -2.21 -5.54 -1.41
H -1.93108 -1.16814 -0.16752 0.88 0.29 1.02
H -0.55955 -2.07725 0.70611 -0.18 0.68 0.06
H 0.53152 1.80754 0.94637 -0.27 1.31 1.77
O -1.13890 1.08266 -2.58925 7.18 4.17 -4.63
C -2.05942 0.63351 -2.17376 -4.48 -4.24 5.24
F -3.18730 1.35062 -2.00609 -0.72 -0.60 -0.03
H -1.86326 -0.33340 -1.57249 -2.05 1.01 -1.18
```
Forces are in eV/Å.

- SMILES: C=C=N.O=CF
- HOMO energy: -9.4 eV
- LUMO energy: 0.031 hartree
- HOMO-LUMO gap: 10.27 eV

Record 2
Computed, not measured: a cluster of 2 separate species, C3H4FNO in total at a distorted geometry, with ωB97M-V with the def2-TZVPD basis set.

Structure (XYZ):
```
10
Properties=species:S:1:pos:R:3:forces:R:3
C -1.77619 1.30113 -0.12156 -1.78 0.40 -1.08
C 2.48207 0.82292 0.02798 -1.58 1.38 -2.16
C -2.26590 -1.09003 -0.02086 1.60 2.25 0.29
N -1.77641 0.08143 0.13686 0.25 -0.44 -1.06
O 1.74496 -0.11767 0.02127 0.41 -0.97 0.79
F -0.81740 2.15870 0.07541 1.22 -0.41 0.80
H 2.03333 1.77375 -0.34424 0.29 0.24 0.64
H 3.55849 0.85569 0.07861 0.83 -0.65 0.74
H -2.13083 -1.79251 -0.77219 0.75 -0.43 -1.95
H -2.79970 -1.42993 0.75364 -1.99 -1.36 3.01
```
Forces are in eV/Å.

- HOMO energy (spin up / spin down): -8.3 / -8.3 eV
- LUMO energy (spin up / spin down): 0.008 / 0.008 hartree
- HOMO-LUMO gap (spin up / spin down): 8.48 / 8.48 eV

Record 3
Computed, not measured: an isolated molecule of C3H4FNO at a distorted geometry, with ωB97M-V with the def2-TZVPD basis set.

Structure (XYZ):
```
10
Properties=species:S:1:pos:R:3:forces:R:3
C 0.38587 0.67448 -1.19609 3.33 -3.33 -2.39
C 0.10398 -0.67243 -0.47789 -0.59 1.31 2.51
O -0.02662 -1.77688 -0.89250 0.27 0.67 -0.29
C 0.01499 -0.52304 1.27665 -2.63 1.25 -2.21
N -0.76251 -0.13461 2.22816 1.43 -0.94 -0.99
F -2.00975 0.35121 1.84395 0.25 0.08 -0.75
H 0.48358 0.54475 -2.31788 -0.17 -0.46 1.17
H 1.31705 1.21193 -0.96064 -0.40 -0.47 0.74
H -0.40607 1.26636 -1.10260 -3.35 2.62 0.98
H 0.89948 -0.94176 1.59883 1.87 -0.74 1.24
```
Forces are in eV/Å.

- SMILES: CC(=O)/C=N\F
- HOMO energy: -10.1 eV
- LUMO energy: 0.022 hartree
- HOMO-LUMO gap: 10.67 eV

Record 4
Computed, not measured: an isolated molecule of C3H4FNO at a distorted geometry, with ωB97M-V with the def2-TZVPD basis set.

Structure (XYZ):
```
10
Properties=species:S:1:pos:R:3:forces:R:3
F 0.09673 -2.04649 -1.65807 0.05 0.08 0.25
C 0.01795 -1.05132 -0.82815 1.73 0.12 3.57
C -0.54649 0.13232 -0.80802 0.12 -0.03 -0.05
C -0.32304 0.76834 0.54648 -0.25 -0.21 0.02
N 0.74836 -0.00932 1.16253 0.37 0.44 0.38
O 0.74041 -1.28636 0.58930 -1.70 -0.25 -3.60
H -1.11368 0.59787 -1.58785 -0.14 -0.06 -0.26
H -0.04905 1.82388 0.48928 0.02 -0.11 0.05
H -1.22839 0.67226 1.15992 0.04 0.12 -0.11
H 1.65721 0.39882 0.93459 -0.24 -0.10 -0.24
```
Forces are in eV/Å.

- SMILES: FC1=CCNO1
- HOMO energy: -9.0 eV
- LUMO energy: 0.034 hartree
- HOMO-LUMO gap: 9.95 eV

Record 5
Computed, not measured: an isolated molecule of C3H4FNS at a distorted geometry, with ωB97M-V with the def2-TZVPD basis set.

Structure (XYZ):
```
10
Properties=species:S:1:pos:R:3:forces:R:3
N -0.08904 1.52159 0.37334 -1.11 0.74 -1.73
C -0.33456 0.64938 -0.64930 0.42 0.27 0.33
C -0.13699 -0.69052 -0.57863 0.50 0.92 0.33
F -0.21380 -1.34039 -1.74448 -0.10 -0.64 -0.20
C 0.34790 -1.33696 0.60331 -0.26 -1.40 -0.99
S 0.85420 -2.90726 0.66090 -0.24 1.07 0.19
H 0.38890 1.23319 1.18318 0.25 0.09 0.90
H -0.50827 2.44222 0.26025 0.57 -0.51 0.62
H -0.59442 1.13994 -1.59175 -0.18 -0.45 0.26
H 0.28609 -0.71117 1.48319 0.14 -0.09 0.30
```
Forces are in eV/Å.

- SMILES: N/C=C(/F)C=S
- HOMO energy: -8.3 eV
- LUMO energy: -0.021 hartree
- HOMO-LUMO gap: 7.72 eV

Record 6
Computed, not measured: a structure of composition C3H4HgMgO4 at a distorted geometry, with ωB97M-V with the def2-TZVPD basis set.

Structure (XYZ):
```
13
Properties=species:S:1:pos:R:3:forces:R:3
O 0.02517 -0.78062 -0.47865 -2.26 0.40 0.39
C 1.32292 -0.66373 0.05873 1.25 -0.43 1.51
C -0.99291 -0.05340 -0.10184 1.05 2.12 -2.56
O 1.82714 -1.73490 0.34188 0.22 -0.15 -0.32
O 1.73333 0.50415 0.19186 0.00 0.29 -0.53
C -1.78090 0.79499 -0.87797 -0.13 -1.49 -0.97
Hg 3.92823 -3.08680 0.80088 -0.30 0.12 -0.03
H -2.84204 0.53416 -0.90142 -0.39 0.46 0.48
H -1.42686 0.85042 -1.91150 -0.28 0.38 0.09
Mg 3.00754 1.83043 -0.59450 -0.03 0.08 0.10
O -1.10717 0.46369 1.16585 -1.21 -0.54 3.14
H -1.77561 -0.02956 1.69798 0.79 -0.62 0.62
H -1.91886 1.37115 0.60869 1.29 -0.63 -1.94
```
Forces are in eV/Å.

- HOMO energy (spin up / spin down): -14.2 / -17.9 eV
- ⟨S²⟩: 2.001
- Total charge: +2
- LUMO energy (spin up / spin down): -0.311 / -0.403 hartree
- 2S+1: 3
- HOMO-LUMO gap (spin up / spin down): 5.70 / 6.95 eV

For reference, energy relative to the best compared isomer or geometry (same formula, charge and spin) by record: 248.3; 430.6; 342.0; 293.6; 67.8; 417.2 kJ/mol.